Entry 1:
C5H7NO | ωB97M-V/def2-TZVPD

Energy above the lowest of the compared OMol25 structures with the same formula, charge and spin (kcal per mole): 71.0
Highest occupied orbital energy (eV): -8.90
E (a.u.): -324.611275
Structure (SMILES): C[C@]1(C=O)C=C1N

Each line ends with the Mulliken charge.
Geometry (Å):
C: 0.96087 1.19275 0.96330  -1.3168
C: -0.09721 0.42562 0.16541  0.7249
C: -0.33577 0.91605 -1.22078  -0.1670
O: -0.93613 0.27955 -2.06601  -0.5506
C: -1.10685 -0.39241 0.92328  -0.4545
C: -0.36396 -1.09489 0.13790  0.0328
N: 0.07558 -2.11532 -0.65375  -0.5176
H: 0.47457 1.81854 1.72556  0.2921
H: 1.55329 1.86925 0.33470  0.3880
H: 1.65415 0.52742 1.48569  0.3170
H: 0.21027 1.83971 -1.50863  0.3228
H: -1.83006 -0.27739 1.71403  0.4233
H: -0.15643 -1.92266 -1.62470  0.2527
H: -0.10232 -3.06624 -0.37599  0.2530



Entry 2:
C21H12Br2N3O8RhS | ωB97M-V/def2-TZVPD

Highest occupied orbital energy (spin up / spin down) (eV): -7.83 / -7.83
E (a.u.): -7230.306226

Each line ends with the Mulliken charge.
Geometry (Å):
Rh: -0.62514 0.59974 0.39199  0.6546
O: -6.88854 1.30880 0.58958  -0.4932
C: -5.70936 1.22585 0.52767  0.5504
C: -4.71178 2.40675 0.48205  -0.1463
O: -4.97685 3.56149 0.49932  -0.5055
C: -3.35081 1.77141 0.42619  1.1974
C: -3.47247 0.36668 0.45120  0.7867
O: -2.41791 -0.35497 0.43780  -0.8285
C: -4.88953 -0.07245 0.50236  -0.1873
O: -5.33545 -1.18338 0.53439  -0.5361
O: -2.22171 2.34183 0.36297  -0.6413
Br: 0.54767 0.75937 6.89054  -0.1065
C: 0.16380 0.74823 5.05949  -0.0988
C: -1.14368 0.71453 4.63070  -0.7737
C: -1.37154 0.65505 3.27143  -0.2816
N: -0.37959 0.64038 2.37600  0.1913
C: 0.88820 0.74438 2.79514  0.7400
C: 1.19488 0.77909 4.13406  -0.5906
C: 1.89796 0.83382 1.70203  0.7065
C: 3.25184 0.77589 1.92119  -0.3744
C: 4.11291 0.78466 0.83161  -0.1486
Br: 5.95904 0.68213 1.09510  -0.0965
C: 3.59999 0.85361 -0.44206  -0.8868
C: 2.23101 0.94522 -0.57878  -0.2042
N: 1.39096 0.94693 0.46350  -0.2366
H: -1.96776 0.73244 5.32988  0.4688
H: -2.37831 0.60469 2.88301  0.3337
H: 2.22215 0.84076 4.46417  0.4572
H: 3.64238 0.69795 2.92557  0.4479
H: 4.23963 0.82295 -1.31461  0.4766
H: 1.79130 1.00701 -1.56524  0.6068
N: -0.77726 0.66387 -1.71098  -0.2610
C: -0.04776 -0.44025 -2.35958  -0.5322
C: 0.34969 -0.33158 -3.67831  -0.2899
C: 1.12506 -1.34115 -4.24177  -0.5687
C: 1.48667 -2.44862 -3.47857  -0.0402
C: 1.04981 -2.57078 -2.15887  -1.1168
C: 0.28110 -1.55894 -1.60347  0.3274
S: 2.50156 -3.77264 -4.18854  1.3088
O: 3.38766 -4.16739 -3.10386  -0.6927
O: 1.53623 -4.79341 -4.55567  -0.6616
O: 3.18199 -3.16172 -5.31807  -0.6991
H: -0.44581 1.55029 -2.06558  0.4384
H: -1.76643 0.63839 -1.93463  0.3722
H: 0.08495 0.55102 -4.26014  0.4016
H: 1.48047 -1.27744 -5.26513  0.4729
H: 1.33925 -3.44556 -1.58504  0.4151
H: -0.06052 -1.63491 -0.57002  0.6443



Entry 3:
C22H29N5O4S | ωB97M-V/def2-TZVPD

Energy above the lowest of the compared OMol25 structures with the same formula, charge and spin (kcal per mole): 7.1
Highest occupied orbital energy (eV): -8.12
E (a.u.): -1828.654893
Structure (SMILES): C[C@@H](C(=O)Nc1ccc(S(=O)(=O)N2CCOCC2)cc1)N1CCN(c2ccccn2)CC1

Each line ends with the Mulliken charge.
Geometry (Å):
C: -2.24902 -3.87451 -1.01256  -1.5890
C: -1.61184 -3.02735 0.09276  0.3262
C: -0.11000 -2.84441 -0.17688  -0.0093
O: 0.51075 -3.51539 -0.96563  -0.6797
N: 0.41276 -1.86172 0.61217  0.0041
C: 1.72152 -1.40600 0.70273  0.7644
C: 1.98405 -0.33863 1.56656  -0.5469
C: 3.26853 0.15088 1.69750  -0.7763
C: 4.29311 -0.41922 0.96450  0.0541
S: 5.95165 0.24874 1.10279  1.2619
O: 6.88003 -0.78220 0.74838  -0.7287
O: 6.06365 0.90025 2.37423  -0.7311
N: 6.10653 1.43787 -0.04793  0.0593
C: 6.20362 1.05232 -1.43556  -0.7023
C: 4.84614 1.17046 -2.13780  -0.2382
O: 4.29227 2.45746 -1.95975  -0.4324
C: 4.11157 2.75890 -0.59273  -0.2499
C: 5.44271 2.70133 0.16492  -0.7075
C: 4.05082 -1.48462 0.11817  -0.7281
C: 2.76831 -1.98243 -0.01882  -0.6016
N: -2.21348 -1.72582 0.34867  0.2295
C: -3.48043 -1.75207 1.08259  -0.8028
C: -4.63668 -1.15149 0.28611  -0.5884
N: -4.31714 0.20973 -0.08002  0.1832
C: -5.19687 1.21743 0.17185  0.7549
C: -4.86231 2.57240 -0.00832  -0.5398
C: -5.82680 3.52575 0.23183  -0.5341
C: -7.09371 3.13448 0.65071  -0.4973
C: -7.32093 1.78104 0.81280  -0.4004
N: -6.41437 0.84863 0.58320  -0.3354
C: -2.94400 0.45779 -0.45662  -0.9444
C: -2.26761 -0.85855 -0.81946  -1.0112
H: -3.31962 -3.97290 -0.84850  0.3566
H: -2.07020 -3.43474 -1.98968  0.3442
H: -1.79806 -4.86226 -1.00656  0.4828
H: -1.67097 -3.58617 1.03727  0.5287
H: -0.28092 -1.37133 1.16855  0.1402
H: 1.17626 0.09717 2.13667  0.3959
H: 3.49693 0.95999 2.37316  0.5094
H: 6.58261 0.03170 -1.46359  0.3699
H: 6.92310 1.71888 -1.92467  0.3300
H: 4.95672 1.03890 -3.21529  0.3624
H: 4.15114 0.41101 -1.74717  0.1613
H: 3.69274 3.76613 -0.56060  0.3666
H: 3.39446 2.05037 -0.14906  0.1680
H: 5.29999 2.81581 1.23861  0.3742
H: 6.10094 3.49812 -0.19976  0.3300
H: 4.87823 -1.92549 -0.41482  0.5027
H: 2.56663 -2.81329 -0.67399  0.5549
H: -3.73343 -2.77429 1.37112  0.4442
H: -3.34979 -1.16534 2.00190  0.2182
H: -5.54741 -1.12621 0.88562  0.4875
H: -4.83382 -1.75085 -0.61137  0.1116
H: -3.87468 2.86678 -0.32261  0.3010
H: -5.59459 4.57303 0.09853  0.4020
H: -7.86903 3.85734 0.84566  0.3671
H: -8.28203 1.40839 1.14480  0.3919
H: -2.39195 0.93894 0.36509  0.4150
H: -2.91186 1.12121 -1.32755  0.6326
H: -2.81079 -1.30895 -1.66181  0.3342
H: -1.24345 -0.66293 -1.15028  0.3540



> Among the records above, which one has the highest E?

C5H7NO



What did the second record say?
C21H12Br2N3O8RhS | ωB97M-V/def2-TZVPD

Highest occupied orbital energy (spin up / spin down) (eV): -7.83 / -7.83
E (a.u.): -7230.306226

Each line ends with the Mulliken charge.
Geometry (Å):
Rh: -0.62514 0.59974 0.39199  0.6546
O: -6.88854 1.30880 0.58958  -0.4932
C: -5.70936 1.22585 0.52767  0.5504
C: -4.71178 2.40675 0.48205  -0.1463
O: -4.97685 3.56149 0.49932  -0.5055
C: -3.35081 1.77141 0.42619  1.1974
C: -3.47247 0.36668 0.45120  0.7867
O: -2.41791 -0.35497 0.43780  -0.8285
C: -4.88953 -0.07245 0.50236  -0.1873
O: -5.33545 -1.18338 0.53439  -0.5361
O: -2.22171 2.34183 0.36297  -0.6413
Br: 0.54767 0.75937 6.89054  -0.1065
C: 0.16380 0.74823 5.05949  -0.0988
C: -1.14368 0.71453 4.63070  -0.7737
C: -1.37154 0.65505 3.27143  -0.2816
N: -0.37959 0.64038 2.37600  0.1913
C: 0.88820 0.74438 2.79514  0.7400
C: 1.19488 0.77909 4.13406  -0.5906
C: 1.89796 0.83382 1.70203  0.7065
C: 3.25184 0.77589 1.92119  -0.3744
C: 4.11291 0.78466 0.83161  -0.1486
Br: 5.95904 0.68213 1.09510  -0.0965
C: 3.59999 0.85361 -0.44206  -0.8868
C: 2.23101 0.94522 -0.57878  -0.2042
N: 1.39096 0.94693 0.46350  -0.2366
H: -1.96776 0.73244 5.32988  0.4688
H: -2.37831 0.60469 2.88301  0.3337
H: 2.22215 0.84076 4.46417  0.4572
H: 3.64238 0.69795 2.92557  0.4479
H: 4.23963 0.82295 -1.31461  0.4766
H: 1.79130 1.00701 -1.56524  0.6068
N: -0.77726 0.66387 -1.71098  -0.2610
C: -0.04776 -0.44025 -2.35958  -0.5322
C: 0.34969 -0.33158 -3.67831  -0.2899
C: 1.12506 -1.34115 -4.24177  -0.5687
C: 1.48667 -2.44862 -3.47857  -0.0402
C: 1.04981 -2.57078 -2.15887  -1.1168
C: 0.28110 -1.55894 -1.60347  0.3274
S: 2.50156 -3.77264 -4.18854  1.3088
O: 3.38766 -4.16739 -3.10386  -0.6927
O: 1.53623 -4.79341 -4.55567  -0.6616
O: 3.18199 -3.16172 -5.31807  -0.6991
H: -0.44581 1.55029 -2.06558  0.4384
H: -1.76643 0.63839 -1.93463  0.3722
H: 0.08495 0.55102 -4.26014  0.4016
H: 1.48047 -1.27744 -5.26513  0.4729
H: 1.33925 -3.44556 -1.58504  0.4151
H: -0.06052 -1.63491 -0.57002  0.6443